(1)
Below is C49H55AsBiN5O7Si2 as an isolated structure, with properties calculated with ωB97M-V with the def2-TZVPD basis set.

Summary:
DFT total energy = -5730.02496 hartree
LUMO = 0.2 eV
charge = 0
energy above the lowest of the compared OMol25 structures with the same formula, charge and spin = 16.1 kcal/mol
gap between HOMO and LUMO = 5.9 eV

```
120
Properties=species:S:1:pos:R:3:lowdin_charge:R:1
Bi 0.36 0.92 -1.56 1.68
O 3.75 1.88 1.64 0.06
C 3.02 1.78 0.50 -0.51
O 2.21 2.62 0.18 -0.03
C 3.27 0.53 -0.24 -0.26
C 4.43 -0.14 -0.09 -0.01
C 4.73 -1.29 -0.92 -0.08
C 3.96 -1.50 -2.01 -0.04
C 2.81 -0.67 -2.25 -0.29
N 2.30 0.07 -1.13 -0.16
C 2.15 -0.50 -3.43 -0.53
O 2.47 -1.13 -4.59 0.09
O 1.07 0.22 -3.52 -0.29
H 3.46 2.69 2.10 0.10
H 5.17 0.23 0.61 0.11
H 5.60 -1.90 -0.72 0.10
H 4.20 -2.31 -2.70 0.12
H 3.35 -1.52 -4.51 0.10
C -2.05 -2.35 -0.74 -0.20
Si -1.60 -0.93 -1.91 0.50
C -1.31 -1.63 -3.63 -0.23
C -3.29 -0.02 -2.08 -0.27
C -4.21 -0.74 -2.86 -0.11
C -5.48 -0.26 -3.16 -0.08
C -5.88 0.98 -2.69 -0.09
C -5.01 1.70 -1.89 -0.10
C -3.73 1.23 -1.56 -0.23
Si -2.80 2.20 -0.26 0.45
C -3.94 3.02 0.96 -0.13
C -1.70 3.56 -0.92 -0.20
H -2.32 -3.22 -1.34 0.03
H -2.92 -2.06 -0.14 0.03
H -1.24 -2.65 -0.07 0.00
H -2.00 -2.46 -3.83 0.02
H -0.29 -2.00 -3.75 -0.01
H -1.46 -0.87 -4.39 0.04
H -3.93 -1.71 -3.26 0.09
H -6.15 -0.86 -3.76 0.10
H -6.86 1.37 -2.93 0.10
H -5.34 2.66 -1.50 0.09
H -4.74 3.57 0.45 0.03
H -3.38 3.73 1.57 0.03
H -4.41 2.29 1.62 0.05
H -2.29 4.48 -0.87 0.05
H -1.40 3.41 -1.96 0.01
H -0.80 3.71 -0.31 -0.01
C 0.61 -1.91 3.32 -0.01
C 0.52 -0.67 2.47 -0.30
N 1.50 0.11 2.23 0.06
O 2.66 -0.29 2.83 -0.03
C -0.81 -0.29 1.90 -0.29
C -2.03 -0.95 2.47 -0.01
N -0.82 0.61 1.00 -0.06
O -2.10 0.92 0.61 -0.29
H 1.65 -2.14 3.53 0.08
H 0.15 -2.75 2.81 0.09
H 0.10 -1.77 4.27 0.09
H 3.29 0.39 2.53 0.06
H -1.99 -0.96 3.56 0.08
H -2.07 -1.98 2.13 0.08
H -2.93 -0.44 2.15 0.08
C -1.12 -5.79 -4.27 -0.07
C -0.19 -6.46 -3.27 -0.20
N 1.19 -6.57 -3.73 -0.06
C 1.46 -7.51 -4.82 -0.20
C 1.76 -6.82 -6.14 -0.07
C 2.26 -5.94 -3.17 -0.42
O 3.41 -6.18 -3.52 0.07
C 2.00 -4.91 -2.12 -0.13
C 2.57 -5.01 -0.86 0.00
C 2.36 -4.00 0.05 -0.04
C 1.58 -2.92 -0.32 -0.14
N 1.03 -2.80 -1.53 0.09
C 1.25 -3.77 -2.40 -0.09
H -2.13 -5.72 -3.86 0.08
H -1.17 -6.35 -5.20 0.07
H -0.78 -4.77 -4.50 0.06
H -0.55 -7.47 -3.05 0.12
H -0.20 -5.92 -2.33 0.11
H 0.59 -8.16 -4.91 0.12
H 2.32 -8.12 -4.53 0.12
H 0.94 -6.16 -6.44 0.07
H 1.91 -7.56 -6.93 0.08
H 2.67 -6.22 -6.05 0.07
H 3.18 -5.88 -0.62 0.13
H 2.81 -4.03 1.04 0.11
H 1.40 -2.09 0.36 0.09
H 0.83 -3.63 -3.40 0.11
C 3.73 3.53 5.59 -0.09
C 2.76 2.55 5.69 -0.08
C 1.72 2.49 4.77 -0.12
C 1.64 3.43 3.74 -0.37
C 2.62 4.41 3.65 -0.12
C 3.66 4.47 4.57 -0.08
As 0.26 3.22 2.35 1.40
C 0.04 5.10 1.93 -0.34
C 0.77 5.83 1.00 -0.11
C 0.46 7.17 0.78 -0.08
C -0.59 7.76 1.46 -0.08
C -1.34 7.03 2.37 -0.02
C -1.03 5.70 2.62 -0.19
C -1.75 4.79 3.54 -0.21
C -2.83 5.13 4.35 -0.03
C -3.43 4.17 5.15 -0.08
C -2.96 2.87 5.15 -0.08
C -1.87 2.52 4.36 -0.10
C -1.26 3.48 3.56 -0.31
H 4.54 3.57 6.31 0.10
H 2.81 1.81 6.48 0.10
H 0.98 1.71 4.86 0.09
H 2.57 5.16 2.86 0.09
H 4.41 5.25 4.49 0.10
H 1.57 5.35 0.44 0.10
H 1.04 7.74 0.07 0.10
H -0.84 8.80 1.27 0.10
H -2.18 7.50 2.88 0.10
H -3.21 6.15 4.35 0.11
H -4.27 4.45 5.77 0.10
H -3.44 2.12 5.77 0.10
H -1.52 1.49 4.35 0.09
```



(2)
Below is an isolated ion of composition C4H4N3O2S and charge -1 at a distorted geometry, with properties calculated with ωB97M-V with the def2-TZVPD basis set.

Summary:
DFT total energy = -867.57556 hartree
LUMO = 3.3 eV
charge = -1
energy above the lowest of the compared OMol25 structures with the same formula, charge and spin = 142.0 kcal/mol
gap between HOMO and LUMO = 6.6 eV

```
14
Properties=species:S:1:pos:R:3:nbo_charge:R:1
C 0.63 0.77 -1.42 0.08
C 2.72 0.41 -2.25 0.22
C 2.03 -0.87 -0.42 0.01
C -0.25 -0.67 0.46 -0.40
N 1.55 1.00 -2.33 -0.41
N 0.86 -0.26 -0.46 -0.47
N 3.67 0.11 -3.11 0.40
O 3.47 0.50 -4.26 -0.49
O 4.77 -0.32 -2.75 -0.48
S 2.59 -2.06 0.54 -0.24
H -0.13 1.54 -1.39 0.19
H -1.29 -0.50 -0.05 0.19
H -0.01 -1.64 0.60 0.22
H -0.31 -0.01 1.43 0.19
```



(3)
Below is a 3-piece molecular cluster, C6H18O6 overall at a distorted geometry, with properties calculated with ωB97M-V with the def2-TZVPD basis set.

Summary:
DFT total energy = -690.36907 hartree
2S+1 = 2
LUMO (spin up / spin down) = -2.8 / -9.6 eV
charge = +1
energy above the lowest of the compared OMol25 structures with the same formula, charge and spin = 108.4 kcal/mol
⟨S²⟩ = 0.755
gap between HOMO and LUMO (spin up / spin down) = 10.1 / 3.4 eV

```
30
Properties=species:S:1:pos:R:3:lowdin_spin:R:1
C -8.00 19.58 10.34 0.07
C -7.29 19.22 11.66 0.06
O -6.92 20.46 12.33 0.16
O -7.24 20.04 9.25 0.14
H -8.75 20.36 10.45 0.00
H -8.45 18.62 10.11 0.02
H -6.45 18.58 11.39 0.01
H -7.98 18.63 12.27 0.00
H -6.41 20.91 11.67 0.00
H -6.92 19.21 8.90 0.00
C -3.63 20.97 10.12 0.05
C -2.77 19.81 10.68 0.08
O -3.27 18.59 10.36 0.17
O -3.91 21.87 11.21 0.17
H -4.46 20.74 9.46 0.02
H -3.08 21.53 9.36 0.01
H -2.24 20.02 11.61 0.01
H -1.96 19.82 9.96 0.05
H -2.76 17.87 10.73 0.00
H -4.21 21.37 11.98 0.00
C -9.51 14.11 8.98 0.00
C -8.86 15.41 9.59 0.00
O -8.15 16.25 8.68 0.00
O -8.41 13.31 8.45 0.00
H -10.28 14.20 8.22 0.00
H -9.98 13.58 9.81 0.00
H -8.08 15.15 10.30 0.00
H -9.50 16.15 10.07 0.00
H -7.93 15.74 7.91 0.00
H -8.24 13.63 7.56 0.00
```



(4)
Below is C13H29BBrI2N2O3P as an isolated structure at a distorted geometry, with properties calculated with ωB97M-V with the def2-TZVPD basis set.

Summary:
DFT total energy = -4383.57193 hartree
LUMO = -0.7 eV
charge = 0
gap between HOMO and LUMO = 8.1 eV

```
52
Properties=species:S:1:pos:R:3:nbo_charge:R:1
C 3.93 -1.44 1.72 -0.63
C 4.35 -1.42 0.18 -0.41
C 3.38 -2.30 -0.76 -0.39
C 2.55 -1.45 -1.82 -0.85
B 1.08 -0.98 -1.34 0.64
C -0.24 -1.92 -1.19 -0.76
I -0.20 -3.72 -2.43 0.11
C -0.66 -2.24 0.32 -0.34
C -2.26 -2.55 0.29 -0.66
I 0.29 -4.01 1.18 0.09
P 0.77 0.90 -0.95 0.69
O -0.11 1.04 0.52 -0.96
Br 2.74 1.95 -0.53 -0.21
H 3.82 -0.36 2.07 0.21
H 4.70 -1.96 2.38 0.21
H 2.92 -1.96 1.86 0.21
H 5.41 -1.85 0.14 0.20
H 4.43 -0.38 -0.26 0.21
H 2.77 -3.00 -0.11 0.22
H 4.08 -2.97 -1.36 0.21
H 2.39 -2.14 -2.73 0.25
H 3.20 -0.60 -2.19 0.24
H -1.10 -1.29 -1.62 0.26
H -0.52 -1.39 1.04 0.25
H -2.85 -1.78 0.87 0.22
H -2.43 -3.56 0.81 0.23
H -2.66 -2.64 -0.76 0.26
H -0.82 1.69 0.34 0.50
C 1.06 3.41 2.64 -0.72
C 1.64 4.80 2.69 0.67
O 1.72 5.50 1.70 -0.63
N 2.07 5.26 3.90 -0.62
C 2.05 4.59 5.18 -0.41
H 0.77 3.18 1.62 0.24
H 1.81 2.68 2.95 0.23
H 0.18 3.34 3.28 0.22
H 2.44 6.20 3.86 0.40
H 1.46 5.18 5.88 0.20
H 3.08 4.52 5.55 0.20
H 1.63 3.59 5.11 0.21
C -4.13 -0.13 -2.20 -0.73
C -4.67 -1.51 -2.51 0.68
O -4.53 -2.45 -1.74 -0.64
N -5.32 -1.68 -3.69 -0.61
C -5.59 -0.70 -4.73 -0.41
H -3.64 -0.15 -1.23 0.24
H -3.40 0.16 -2.95 0.23
H -4.95 0.59 -2.16 0.23
H -5.65 -2.63 -3.83 0.40
H -6.67 -0.63 -4.87 0.20
H -5.13 -1.05 -5.66 0.20
H -5.19 0.28 -4.47 0.21
```



(5)
Below is an isolated molecule of C3H4FN at a distorted geometry, with properties calculated with ωB97M-V with the def2-TZVPD basis set.

Summary:
DFT total energy = -271.22785 hartree
LUMO (spin up / spin down) = -0.1 / -0.1 eV
charge = 0
energy above the lowest of the compared OMol25 structures with the same formula, charge and spin = 47.3 kcal/mol
structure (SMILES) = C=NC(=C)F
gap between HOMO and LUMO (spin up / spin down) = 8.7 / 8.7 eV

```
9
Properties=species:S:1:pos:R:3:nbo_charge:R:1
C -0.32 0.35 1.77 -0.43
C 0.64 -0.03 -1.75 -0.07
C -0.37 -0.31 0.41 0.51
N 0.42 0.28 -0.55 -0.47
F -0.90 -1.54 0.40 -0.33
H -0.91 0.02 2.57 0.21
H 0.26 1.23 1.61 0.22
H 1.18 0.82 -2.20 0.20
H 0.00 -0.82 -2.27 0.17
```



(6)
Below is a 17-piece molecular cluster, C36H39Cl64NO2 overall at a distorted geometry, with properties calculated with ωB97M-V with the def2-TZVPD basis set.

Summary:
DFT total energy = -31052.29258 hartree
LUMO = 0.0 eV
charge = 0
gap between HOMO and LUMO = 9.7 eV

```
142
Properties=species:S:1:pos:R:3:lowdin_charge:R:1
C 4.96 0.37 -1.48 -0.12
C 5.24 1.15 -2.88 -0.25
C 3.81 1.33 -3.62 -0.20
C 3.10 2.60 -2.93 -0.21
C 1.71 2.16 -2.24 -0.20
C 0.53 2.82 -3.12 -0.21
C -0.84 2.00 -2.90 -0.22
C -1.95 3.05 -2.39 -0.19
C -3.42 2.72 -2.95 -0.14
C -4.02 1.34 -2.43 -0.17
C -4.45 1.18 -0.90 -0.34
O -3.84 1.41 0.15 0.06
N -5.87 0.71 -0.78 0.07
C -6.51 1.17 -2.07 -0.42
C -7.86 0.46 -2.53 -0.04
C -6.94 2.70 -1.87 -0.12
C -7.00 3.19 -0.36 -0.25
C -8.14 2.51 0.52 -0.11
C -5.36 0.79 -3.11 -0.23
C -5.60 0.97 -4.68 -0.08
C -5.68 -0.49 -5.35 -0.40
C -6.22 -0.45 -6.86 -0.06
O -4.37 -1.13 -5.28 -0.13
H 5.30 1.04 -0.61 0.08
H 3.86 0.16 -1.31 0.06
H 5.52 -0.61 -1.52 0.05
H 5.68 2.16 -2.59 0.10
H 5.98 0.62 -3.54 0.04
H 3.91 1.42 -4.75 0.10
H 3.21 0.39 -3.37 0.10
H 3.75 3.02 -2.09 0.10
H 2.98 3.41 -3.72 0.11
H 1.69 2.64 -1.21 0.11
H 1.56 1.05 -2.17 0.09
H 0.46 3.90 -2.80 0.11
H 0.75 2.78 -4.24 0.11
H -0.73 1.12 -2.20 0.08
H -1.15 1.57 -3.92 0.10
H -1.68 4.06 -2.86 0.10
H -1.91 3.13 -1.26 0.11
H -4.08 3.63 -2.74 0.08
H -3.31 2.69 -4.09 0.11
H -3.28 0.52 -2.65 0.08
H -5.80 -0.31 -0.92 0.10
H -8.09 0.70 -3.62 0.09
H -7.85 -0.68 -2.44 0.09
H -8.78 0.81 -1.95 0.08
H -6.14 3.34 -2.39 0.10
H -7.93 2.95 -2.38 0.12
H -7.22 4.30 -0.39 0.06
H -6.02 3.07 0.20 0.09
H -8.77 1.74 -0.02 0.06
H -7.71 2.01 1.46 0.01
H -8.84 3.32 0.91 0.01
H -5.24 -0.36 -2.98 0.06
H -4.67 1.45 -5.15 0.12
H -6.50 1.60 -4.94 0.12
H -6.38 -1.18 -4.77 0.15
H -5.51 0.10 -7.57 0.09
H -6.34 -1.53 -7.22 0.09
H -7.25 0.03 -6.81 0.09
H -3.94 -1.10 -6.16 0.09
C -10.86 5.75 2.40 -2.01
Cl -11.53 7.38 2.22 0.50
Cl -11.57 4.68 1.17 0.52
Cl -9.10 5.80 2.19 0.51
Cl -11.24 5.12 4.02 0.51
C -6.61 0.09 4.19 -2.00
Cl -6.12 0.37 2.51 0.57
Cl -7.37 1.56 4.84 0.51
Cl -7.78 -1.25 4.25 0.52
Cl -5.19 -0.33 5.17 0.49
C 9.44 -0.25 -3.63 -2.00
Cl 10.07 1.40 -3.55 0.51
Cl 8.69 -0.67 -2.07 0.50
Cl 8.23 -0.37 -4.92 0.54
Cl 10.77 -1.38 -3.97 0.50
C -2.33 -2.68 -2.83 -1.97
Cl -1.22 -1.46 -3.47 0.57
Cl -1.49 -3.67 -1.61 0.54
Cl -3.73 -1.88 -2.08 0.62
Cl -2.88 -3.73 -4.15 0.53
C 13.63 3.56 -1.95 -2.04
Cl 13.60 4.38 -3.52 0.51
Cl 15.21 3.79 -1.18 0.52
Cl 12.36 4.24 -0.91 0.51
Cl 13.33 1.82 -2.18 0.49
C 8.85 -5.06 -1.45 -2.00
Cl 8.34 -6.46 -2.44 0.53
Cl 10.26 -5.51 -0.47 0.48
Cl 9.28 -3.71 -2.52 0.47
Cl 7.52 -4.57 -0.39 0.50
C 4.69 -4.85 2.51 -2.01
Cl 6.24 -4.10 2.91 0.45
Cl 3.65 -4.86 3.95 0.52
Cl 3.90 -3.92 1.22 0.52
Cl 4.95 -6.52 1.96 0.52
C 7.40 -1.30 6.05 -2.01
Cl 7.90 -1.01 4.37 0.51
Cl 6.66 0.17 6.71 0.53
Cl 6.23 -2.63 6.10 0.46
Cl 8.83 -1.73 7.02 0.52
C -7.43 0.50 9.19 -2.02
Cl -9.15 0.10 9.00 0.51
Cl -7.25 2.25 9.45 0.51
Cl -6.76 -0.38 10.58 0.51
Cl -6.55 0.04 7.72 0.47
C -4.88 7.12 0.14 -2.01
Cl -5.84 8.20 -0.90 0.52
Cl -5.97 6.12 1.11 0.52
Cl -3.86 6.08 -0.87 0.53
Cl -3.85 8.09 1.21 0.52
C 12.11 -3.02 1.99 -1.99
Cl 13.65 -2.24 2.42 0.51
Cl 11.04 -3.04 3.41 0.52
Cl 11.33 -2.10 0.68 0.52
Cl 12.40 -4.68 1.45 0.44
C 5.97 -5.67 9.34 -2.02
Cl 7.01 -4.38 8.70 0.47
Cl 6.87 -6.62 10.54 0.52
Cl 4.54 -4.94 10.11 0.52
Cl 5.45 -6.72 8.01 0.50
C 8.32 -7.03 4.64 -2.00
Cl 8.81 -6.74 2.96 0.50
Cl 7.56 -5.57 5.30 0.44
Cl 7.15 -8.37 4.69 0.52
Cl 9.74 -7.46 5.62 0.53
C -15.34 7.01 3.94 -2.02
Cl -16.27 5.91 4.98 0.52
Cl -14.31 8.04 4.94 0.51
Cl -14.33 6.06 2.83 0.48
Cl -16.46 8.02 2.99 0.52
C -5.34 -6.99 -2.32 -2.03
Cl -7.07 -7.31 -2.54 0.52
Cl -5.09 -5.25 -2.07 0.49
Cl -4.74 -7.88 -0.91 0.52
Cl -4.46 -7.51 -3.77 0.51
C 16.24 -5.46 1.96 -2.02
Cl 17.79 -4.71 2.38 0.52
Cl 15.19 -5.48 3.40 0.50
Cl 15.46 -4.54 0.66 0.48
Cl 16.52 -7.13 1.42 0.52
```



(7)
Below is C35H46MoN6O3P2 as an isolated structure at a distorted geometry, with properties calculated with ωB97M-V with the def2-TZVPD basis set.

Summary:
DFT total energy = -2665.57132 hartree
2S+1 = 3
LUMO (spin up / spin down) = -8.0 / -9.8 eV
charge = +2
⟨S²⟩ = 2.291
gap between HOMO and LUMO (spin up / spin down) = 5.3 / 3.5 eV

```
93
Properties=species:S:1:pos:R:3:lowdin_spin:R:1
Mo 0.29 -1.33 0.19 1.04
C -1.36 3.68 2.55 0.00
C -1.59 3.24 1.30 0.00
C -0.72 2.70 0.17 0.00
C 0.36 1.68 0.51 0.00
C 1.63 2.25 1.13 0.00
C 1.68 3.18 2.08 0.00
C 0.96 4.50 2.04 0.00
C -0.25 4.57 3.00 0.00
C 2.16 -2.26 0.84 -0.02
H -2.14 3.51 3.31 0.00
H -2.65 3.26 0.97 0.00
H -0.29 3.52 -0.42 0.00
H -1.42 2.22 -0.54 0.00
H -0.12 0.93 1.17 0.00
H 0.69 1.16 -0.41 0.00
H 2.51 1.63 0.95 0.00
H 2.41 3.12 2.89 0.00
H 0.58 4.66 1.04 0.00
H 1.67 5.29 2.33 0.00
H 0.07 4.30 4.01 0.00
H -0.60 5.61 3.08 0.00
H 2.30 -1.54 1.68 0.01
H 3.15 -2.45 0.41 0.00
H 1.72 -3.22 1.18 0.01
P 1.69 -1.50 -1.63 -0.03
P -2.08 -0.57 -1.84 0.01
N 3.02 -0.42 -2.04 0.00
N 2.21 -2.75 -2.81 0.00
N -1.86 0.84 -3.12 0.04
N -3.50 -1.13 -2.85 0.00
C 0.41 -0.74 -2.66 0.00
C -0.86 -1.60 -2.69 0.01
C 4.30 -0.45 -1.47 0.00
C 5.15 0.32 -2.25 0.00
C 4.38 0.84 -3.34 0.00
C 3.09 0.37 -3.18 0.00
C 2.73 -4.01 -2.56 0.00
C 3.26 -4.53 -3.75 0.00
C 3.04 -3.55 -4.77 0.00
C 2.38 -2.48 -4.18 0.00
C -2.37 2.12 -2.91 0.33
C -2.17 2.90 -4.04 0.15
C -1.47 2.09 -4.98 0.09
C -1.33 0.83 -4.41 0.34
C -4.49 -0.34 -3.45 0.01
C -5.25 -1.13 -4.31 0.00
C -4.73 -2.46 -4.23 0.00
C -3.65 -2.43 -3.35 0.00
H 0.75 -0.55 -3.69 0.00
H 0.26 0.28 -2.26 0.00
H -1.13 -1.80 -3.74 0.00
H -0.78 -2.57 -2.15 0.00
H 4.47 -1.00 -0.56 0.00
H 6.20 0.51 -2.08 0.00
H 4.71 1.46 -4.16 0.00
H 2.22 0.55 -3.79 0.00
H 2.66 -4.45 -1.58 0.00
H 3.76 -5.47 -3.89 0.00
H 3.33 -3.60 -5.81 0.00
H 2.03 -1.56 -4.61 0.00
H -2.84 2.39 -1.97 0.01
H -2.50 3.92 -4.19 0.00
H -1.12 2.35 -5.97 0.00
H -0.85 -0.05 -4.83 0.01
H -4.55 0.72 -3.25 0.00
H -6.08 -0.79 -4.91 0.00
H -5.10 -3.33 -4.76 0.00
H -2.97 -3.21 -3.06 0.00
C -2.35 0.88 4.43 0.00
C -1.03 0.52 5.08 0.00
C -0.50 -0.89 4.76 0.00
C 0.59 -1.26 5.82 0.00
C 1.52 -0.14 6.27 0.00
C -1.62 -1.95 4.88 0.00
O -2.19 -2.18 5.94 0.00
N -1.94 -2.67 3.74 0.00
C -1.41 -2.56 2.43 0.00
O -1.65 -3.36 1.53 0.01
N -0.53 -1.50 2.26 -0.03
C 0.09 -0.88 3.31 0.00
O 1.15 -0.26 3.09 0.00
H -2.23 1.04 3.35 0.00
H -2.71 1.82 4.88 0.00
H -3.12 0.12 4.62 0.00
H -0.27 1.25 4.79 0.00
H -1.13 0.58 6.18 0.00
H 0.05 -1.63 6.71 0.00
H 1.18 -2.12 5.47 0.00
H 0.96 0.77 6.50 0.00
H 2.03 -0.44 7.20 0.00
H 2.27 0.08 5.50 0.00
H -2.57 -3.45 3.89 0.00
```